H2IOP in the gas phase. Source: the OMol25 dataset; level of theory: the ωB97M-V functional and the def2-TZVPD basis.

Structure (XYZ):
```
5
H2IOP (the ωB97M-V functional and the def2-TZVPD basis)
O -1.099 0.103 0.439
P 0.439 -1.277 0.498
I 0.697 -1.438 2.876
H -1.169 0.374 -0.400
H 1.598 -0.314 0.595
```

Summary:
**Relative energy (zero: lowest compared OMol25 entry of this formula, charge and spin)**: 1.4889 eV
**Structure (SMILES)**: OPI
**Charge**: 0
**Spin multiplicity**: 1
**HOMO-LUMO gap**: 9.293 eV



12 unconnected molecules or ions with the total composition C50H88Br25ClF14OP. Source: the OMol25 dataset; level of theory: the ωB97M-V functional and the def2-TZVPD basis.

Structure (XYZ):
```
180
C50H88Br25ClF14OP (the ωB97M-V functional and the def2-TZVPD basis)
C 4.270 -2.603 3.050
C 5.594 -3.453 2.602
C 6.262 -2.840 1.268
C 5.254 -3.194 0.036
C 6.034 -3.231 -1.384
C 6.581 -1.765 -1.836
C 5.364 -0.761 -2.235
C 5.762 0.769 -1.817
C 4.463 1.616 -1.326
C 3.836 2.519 -2.513
C 2.507 3.274 -1.936
C 2.725 4.868 -1.854
C 1.378 5.739 -1.976
C 0.092 5.078 -1.242
C 0.313 4.917 0.374
C 0.219 3.377 0.807
P -1.328 2.819 1.761
Cl -0.008 1.533 2.935
Br -2.771 4.149 0.545
C -2.849 2.059 2.647
C -3.142 0.527 2.239
C -4.402 0.298 1.290
F -5.525 0.021 2.175
F -4.787 1.545 0.654
C -4.224 -0.786 0.122
F -4.193 -0.031 -1.113
F -2.960 -1.479 0.142
C -5.334 -1.952 0.077
F -6.604 -1.345 -0.108
F -5.428 -2.683 1.322
C -5.010 -3.121 -1.017
F -4.241 -2.681 -2.123
F -4.171 -4.053 -0.297
C -6.315 -3.843 -1.600
F -7.133 -4.189 -0.462
F -7.149 -2.967 -2.388
C -6.041 -5.132 -2.524
F -4.685 -5.454 -2.726
F -6.579 -4.873 -3.835
F -6.796 -6.245 -2.034
C -1.042 4.143 3.178
C -2.117 5.308 3.278
O -3.229 5.176 3.860
F -1.860 6.641 2.753
H 3.317 -2.971 2.524
H 4.446 -1.480 2.908
H 4.127 -2.781 4.184
H 5.257 -4.535 2.433
H 6.343 -3.424 3.485
H 6.357 -1.703 1.389
H 7.308 -3.272 1.054
H 4.458 -2.360 0.013
H 4.789 -4.240 0.204
H 6.895 -3.996 -1.306
H 5.332 -3.644 -2.211
H 7.307 -1.941 -2.727
H 7.206 -1.381 -0.958
H 4.380 -1.052 -1.722
H 5.228 -0.875 -3.371
H 6.441 0.674 -0.900
H 6.313 1.255 -2.696
H 4.777 2.305 -0.452
H 3.652 0.907 -0.926
H 4.601 3.258 -2.961
H 3.519 1.796 -3.353
H 1.658 3.048 -2.676
H 2.334 2.825 -0.892
H 3.291 5.070 -0.862
H 3.421 5.145 -2.741
H 1.135 5.914 -3.096
H 1.529 6.769 -1.494
H -0.828 5.721 -1.480
H -0.111 4.050 -1.737
H 1.434 5.237 0.529
H -0.299 5.660 0.982
H 0.332 2.697 -0.125
H 1.146 3.136 1.462
H -1.501 1.781 0.740
H -2.569 2.033 3.775
H -3.764 2.743 2.594
H -3.385 -0.027 3.230
H -2.154 0.087 1.875
H -1.064 3.633 4.219
H 0.015 4.609 3.106
Br 8.991 -1.425 -5.690
C 10.307 -2.857 -5.551
C 10.158 -3.614 -4.256
Br 10.898 -2.608 -2.760
H 11.290 -2.400 -5.672
H 10.108 -3.510 -6.403
H 10.731 -4.542 -4.283
H 9.121 -3.840 -4.005
Br -6.844 -10.983 -3.127
C -6.203 -9.534 -1.992
C -4.695 -9.507 -1.938
Br -4.003 -10.908 -0.772
H -6.667 -9.667 -1.014
H -6.587 -8.623 -2.451
H -4.343 -8.572 -1.499
H -4.226 -9.644 -2.913
Br -2.125 2.087 -5.558
C -1.897 0.215 -5.065
C -2.504 -0.074 -3.715
Br -1.369 0.582 -2.274
H -0.829 0.001 -5.113
H -2.411 -0.349 -5.847
H -2.579 -1.150 -3.549
H -3.486 0.379 -3.577
Br 1.980 6.021 2.356
C 2.265 7.907 2.760
C 0.952 8.636 2.912
Br 0.135 8.988 1.178
H 2.893 8.312 1.966
H 2.822 7.918 3.699
H 1.108 9.620 3.358
H 0.219 8.085 3.503
Br -8.400 3.922 3.606
C -8.067 4.791 1.892
C -6.944 4.115 1.144
Br -5.205 4.603 1.882
H -7.874 5.843 2.101
H -9.005 4.701 1.341
H -6.917 4.451 0.106
H -7.005 3.026 1.167
Br -9.791 2.747 7.328
C -11.556 2.185 6.723
C -12.071 3.086 5.627
Br -12.709 4.782 6.347
H -12.201 2.161 7.601
H -11.419 1.168 6.351
H -12.939 2.640 5.139
H -11.318 3.323 4.874
Br 4.430 -3.734 6.565
C 4.760 -5.633 6.845
C 6.151 -6.013 6.405
Br 6.261 -6.135 4.464
H 3.977 -6.175 6.315
H 4.640 -5.789 7.919
H 6.413 -7.008 6.769
H 6.914 -5.303 6.724
Br -10.869 0.942 -4.232
C -10.505 -0.956 -3.984
C -9.104 -1.307 -4.418
Br -8.967 -1.398 -6.361
H -11.275 -1.502 -4.529
H -10.631 -1.132 -2.914
H -8.830 -2.304 -4.067
H -8.355 -0.590 -4.080
Br -9.109 -1.741 12.237
C -8.744 -0.308 10.966
C -10.022 0.280 10.421
Br -10.823 -0.886 9.081
H -8.098 -0.725 10.193
H -8.188 0.440 11.533
H -9.822 1.218 9.899
H -10.779 0.451 11.187
Br 11.437 -7.094 -3.807
C 13.383 -7.105 -3.703
C 13.931 -5.704 -3.593
Br 13.891 -4.792 -5.316
H 13.745 -7.644 -4.578
H 13.617 -7.681 -2.805
H 14.984 -5.724 -3.306
H 13.379 -5.078 -2.890
Br 13.546 -2.627 -7.843
C 14.846 -2.892 -9.271
C 16.132 -3.474 -8.739
Br 17.201 -2.118 -7.835
H 14.978 -1.929 -9.764
H 14.368 -3.587 -9.965
H 16.760 -3.831 -9.558
H 15.977 -4.284 -8.026
Br -4.724 8.090 -0.067
C -6.302 9.232 -0.087
C -7.484 8.547 0.553
Br -8.265 7.222 -0.645
H -6.478 9.514 -1.125
H -6.017 10.119 0.482
H -8.285 9.263 0.746
H -7.233 8.031 1.480
```

Summary:
**Charge**: -1
**Spin multiplicity**: 1
**HOMO-LUMO gap**: 6.408 eV



2 unconnected molecules or ions with the total composition C6H12. Source: the OMol25 dataset; level of theory: the ωB97M-V functional and the def2-TZVPD basis.

Structure (XYZ):
```
18
C6H12 (the ωB97M-V functional and the def2-TZVPD basis)
C -0.048 -2.053 -2.035
C -0.643 -0.923 -1.246
C -1.049 -0.987 0.003
C -1.446 0.070 0.881
H -0.639 -2.762 -2.507
H 0.766 -2.446 -1.387
H 0.731 -1.667 -2.806
H -0.734 0.019 -1.761
H -1.113 -1.895 0.442
H -1.075 -0.120 1.835
H -2.512 -0.222 0.893
H -1.188 1.030 0.524
C 1.555 2.564 1.458
C 1.559 1.345 0.898
H 0.912 2.819 2.265
H 2.083 3.496 1.281
H 0.919 0.595 1.295
H 2.154 1.131 0.052
```

Summary:
**Relative energy (zero: lowest compared OMol25 entry of this formula, charge and spin)**: 3.1888 eV
**Structure (SMILES)**: C/C=C/C.C=C
**Charge**: 0
**Spin multiplicity**: 1
**HOMO-LUMO gap**: 10.154 eV



A gas-phase ion, C5H12N2O (charge +2). Source: the OMol25 dataset; level of theory: the ωB97M-V functional and the def2-TZVPD basis.

Structure (XYZ):
```
20
C5H12N2O (the ωB97M-V functional and the def2-TZVPD basis)
C -1.952 0.571 -1.115
C -1.027 0.886 -0.245
N -0.648 2.337 -0.191
C -0.248 0.004 0.695
C 0.444 -1.201 0.084
N 1.265 -1.894 1.173
C 1.473 -0.720 -0.994
O 2.345 0.013 -0.655
H -2.339 -0.421 -1.336
H -2.510 1.312 -1.675
H -1.504 2.917 -0.276
H 0.040 2.543 -0.916
H -0.317 2.581 0.746
H -0.901 -0.276 1.529
H 0.520 0.606 1.216
H -0.244 -1.916 -0.370
H 1.440 -1.250 1.945
H 2.125 -2.301 0.801
H 0.757 -2.687 1.580
H 1.281 -1.103 -1.995
```

Summary:
**Relative energy (zero: lowest compared OMol25 entry of this formula, charge and spin)**: 0.4422 eV
**Structure (SMILES)**: C=C([NH3+])C[C@H]([NH3+])C=O
**Charge**: +2
**Spin multiplicity**: 1
**HOMO-LUMO gap**: 10.929 eV



C23H29N3O4 in the gas phase. Source: the OMol25 dataset; level of theory: the ωB97M-V functional and the def2-TZVPD basis.

Structure (XYZ):
```
59
C23H29N3O4 (the ωB97M-V functional and the def2-TZVPD basis)
C 9.639 -2.833 0.736
O 8.854 -3.893 1.218
C 7.754 -4.226 0.403
C 6.591 -3.232 0.511
C 5.390 -3.740 -0.267
O 5.441 -4.733 -0.969
N 4.254 -3.012 -0.145
C 4.112 -1.863 0.726
C 2.812 -1.123 0.436
C 1.588 -2.021 0.675
O 0.482 -1.583 -0.098
C -0.253 -0.507 0.289
C -0.055 0.245 1.443
C -0.893 1.308 1.722
C -1.947 1.639 0.881
C -2.799 2.808 1.243
O -2.372 3.760 1.872
N -4.092 2.705 0.865
C -5.017 3.803 0.968
C -5.859 3.909 -0.276
C -6.660 5.020 -0.512
C -7.424 5.045 -1.667
C -7.363 3.970 -2.537
C -6.537 2.897 -2.219
C -6.422 1.706 -3.119
N -5.809 2.879 -1.111
C -2.134 0.893 -0.282
C -1.297 -0.161 -0.573
C 1.893 -3.462 0.234
C 3.037 -3.499 -0.770
H 9.955 -3.012 -0.299
H 10.518 -2.786 1.378
H 9.113 -1.872 0.783
H 8.061 -4.317 -0.647
H 7.420 -5.207 0.748
H 6.887 -2.260 0.110
H 6.329 -3.105 1.564
H 4.121 -2.179 1.780
H 4.951 -1.178 0.573
H 2.799 -0.799 -0.606
H 2.764 -0.229 1.058
H 1.313 -2.020 1.739
H 0.744 0.018 2.131
H -0.737 1.903 2.609
H -4.404 1.960 0.260
H -4.443 4.720 1.136
H -5.680 3.664 1.835
H -6.678 5.838 0.190
H -8.056 5.893 -1.887
H -7.944 3.957 -3.447
H -7.408 1.312 -3.356
H -5.832 0.933 -2.636
H -5.938 1.989 -4.053
H -2.915 1.152 -0.982
H -1.427 -0.743 -1.472
H 0.994 -3.881 -0.216
H 2.159 -4.067 1.101
H 3.238 -4.521 -1.101
H 2.790 -2.895 -1.649
```

Summary:
**Relative energy (zero: lowest compared OMol25 entry of this formula, charge and spin)**: 1.3493 eV
**Structure (SMILES)**: COCCC(=O)N1CCC(Oc2ccc(C(=O)NCc3cccc(C)n3)cc2)CC1
**Charge**: 0
**Spin multiplicity**: 1
**HOMO-LUMO gap**: 9.219 eV



5 unconnected molecules or ions with the total composition H10O5. Source: the OMol25 dataset; level of theory: the ωB97M-V functional and the def2-TZVPD basis.

Structure (XYZ):
```
15
H10O5 (the ωB97M-V functional and the def2-TZVPD basis)
O -0.177 -3.316 -1.163
H 0.333 -2.660 -0.688
H -0.429 -2.880 -1.978
O -2.450 1.181 -1.836
H -1.804 0.795 -1.245
H -1.937 1.742 -2.418
O 0.124 0.843 -0.072
H 0.716 1.446 0.377
H 0.353 -0.020 0.274
O -0.519 -1.632 1.348
H -1.239 -1.644 0.717
H -0.745 -0.927 1.956
O 2.655 2.449 1.202
H 2.063 2.881 1.818
H 3.054 1.742 1.709
```

Summary:
**Relative energy (zero: lowest compared OMol25 entry of this formula, charge and spin)**: 1.0057 eV
**Structure (SMILES)**: O.O.O.O.O
**Charge**: 0
**Spin multiplicity**: 1
**HOMO-LUMO gap**: 11.307 eV